No. 1
19
Properties=species:S:1:pos:R:3:forces:R:3 method="wB97M-V/def2-TZVPD" e_above_lowest_kj_mol=656.2 gap_ev=8.01 lumo_ev=0.94 e_tot_ha=-310.809335 homo_energy_ev=-7.1
C 1.942 0.573 -0.550 -0.02 0.03 -0.08
C 1.204 0.282 0.727 0.32 -0.05 0.00
C -0.803 -0.484 -0.076 -0.06 0.02 -0.06
C -0.646 -1.561 -1.086 0.03 -0.05 -0.05
C -1.732 -0.330 1.083 -0.03 -0.05 0.26
C -1.446 0.712 0.050 0.22 -0.09 -0.06
O -0.124 1.675 0.870 0.01 -0.22 -0.46
H 1.992 1.643 -0.770 0.01 -0.16 0.08
H 1.499 0.075 -1.416 0.07 0.04 0.16
H 2.971 0.211 -0.434 -0.06 0.04 -0.07
H 1.655 0.765 1.597 -0.22 0.13 -0.17
H 1.139 -0.784 0.955 -0.21 0.26 0.00
H -0.237 -1.206 -2.040 -0.07 0.00 0.20
H 0.018 -2.348 -0.701 -0.04 0.08 -0.11
H -1.613 -2.036 -1.300 0.13 0.00 0.02
H -1.309 -0.171 2.077 -0.12 -0.05 -0.09
H -2.698 -0.853 1.100 0.11 0.27 -0.13
H -2.066 1.321 -0.604 0.34 0.19 0.44
H 0.254 2.513 0.517 -0.41 -0.39 0.11

=====

No. 2
18
Properties=species:S:1:pos:R:3:forces:R:3 method="wB97M-V/def2-TZVPD" e_above_lowest_kj_mol=446.0 gap_ev=8.78 lumo_ev=0.33 e_tot_ha=-749.386576 homo_energy_ev=-8.4
C 1.421 1.530 0.392 1.57 0.05 2.03
C 0.867 0.166 -0.097 -3.23 1.21 2.83
C -0.456 -0.125 0.243 2.65 5.18 -1.61
C -1.178 -1.260 0.581 -3.51 -5.78 1.48
C -1.357 1.101 0.193 -3.68 -0.87 1.07
C -1.195 2.214 -0.491 4.61 -0.47 -1.16
H 2.306 1.114 1.111 -1.37 1.49 -2.11
H 0.712 1.974 1.277 1.56 -0.56 -2.97
H 1.788 2.265 -0.493 -0.65 -1.60 2.62
H -0.587 -2.348 0.565 -1.20 3.09 0.29
H -1.762 -1.114 1.755 2.04 -0.43 -3.41
H -2.709 -2.369 -0.183 -0.16 0.66 -0.73
H -2.153 -1.288 -1.424 -0.35 -0.52 2.62
H -2.473 1.014 0.624 2.77 -0.31 -0.47
H -1.807 3.080 -0.466 -0.57 0.36 -0.15
H -0.080 2.253 -0.962 -3.36 0.63 0.49
N -2.435 -1.393 -0.375 1.87 -0.47 -0.29
Cl 2.071 -0.976 -0.242 1.01 -1.69 -0.55

=====

No. 3
105
Properties=species:S:1:pos:R:3:forces:R:3 method="wB97M-V/def2-TZVPD" e_above_lowest_kj_mol=24.1 spin_multiplicity=6 gap_ev="8.39 / 6.63" lumo_ev="-1.92 / -4.26" charge=+1 e_tot_ha=-3297.111780 homo_energy_ev="-10.3 / -10.9"
Cr 0.759 -0.793 -0.865 0.23 -0.05 0.04
C 4.042 1.899 2.004 0.00 0.00 -0.02
C 3.363 1.661 0.656 -0.07 0.01 -0.01
C 3.698 2.784 -0.328 -0.03 0.00 -0.01
C 3.745 0.332 0.074 0.02 0.10 0.03
C 5.031 -0.206 -0.017 -0.03 -0.04 0.00
C 4.861 -1.401 -0.683 -0.01 0.02 0.01
N 3.563 -1.557 -0.962 0.12 -0.03 0.03
N 2.860 -0.489 -0.498 -0.19 -0.15 -0.05
B 2.953 -2.744 -1.749 -0.03 0.01 -0.04
N 2.006 -3.551 -0.858 0.10 -0.05 0.08
C 1.811 -4.878 -0.837 -0.02 0.02 0.01
C 0.821 -5.154 0.082 0.02 0.03 0.00
C 0.453 -3.902 0.598 0.02 -0.01 0.03
N 1.178 -2.941 0.025 -0.09 0.12 -0.24
C -0.532 -3.597 1.690 -0.01 0.01 -0.01
C 0.187 -3.507 3.039 -0.01 0.01 -0.01
C -1.653 -4.629 1.750 -0.01 0.01 -0.02
N 2.212 -2.151 -2.975 -0.07 -0.05 -0.02
C 2.378 -2.482 -4.258 0.03 0.02 0.00
C 1.633 -1.618 -5.032 0.03 0.04 0.01
C 1.025 -0.748 -4.125 0.04 -0.01 0.04
N 1.364 -1.094 -2.874 0.00 -0.07 0.00
C 0.205 0.459 -4.486 -0.03 -0.02 0.00
C 0.597 1.666 -3.636 0.00 -0.01 0.01
C -1.300 0.192 -4.432 0.02 0.00 -0.01
H 3.697 2.834 2.449 0.02 0.00 0.00
H 5.123 1.971 1.886 0.02 0.00 0.00
H 3.841 1.090 2.706 -0.02 -0.01 0.02
H 2.281 1.650 0.814 0.10 -0.03 -0.01
H 4.770 2.812 -0.526 0.02 0.00 0.01
H 3.410 3.758 0.076 0.00 0.01 0.01
H 3.195 2.637 -1.287 -0.01 -0.01 -0.02
H 5.950 0.216 0.347 0.03 0.01 0.01
H 5.572 -2.151 -0.981 0.03 -0.02 0.00
H 3.835 -3.445 -2.154 0.00 -0.02 0.01
H 2.392 -5.530 -1.468 0.03 -0.02 -0.01
H 0.433 -6.120 0.351 -0.01 -0.03 0.01
H -0.980 -2.625 1.473 0.02 0.00 0.01
H 0.601 -4.479 3.314 0.01 -0.01 0.00
H -0.507 -3.197 3.821 -0.02 0.01 0.02
H 1.010 -2.793 3.000 0.01 0.01 0.00
H -1.269 -5.607 2.050 0.01 -0.01 0.01
H -2.145 -4.739 0.783 0.00 0.00 -0.01
H -2.401 -4.324 2.482 -0.01 0.00 0.02
H 3.039 -3.287 -4.531 0.01 -0.03 -0.01
H 1.569 -1.583 -6.105 -0.01 0.00 -0.03
H 0.469 0.681 -5.523 0.00 0.00 0.01
H 0.260 1.500 -2.610 0.03 0.00 0.03
H 0.107 2.566 -4.010 0.01 0.01 -0.01
H 1.676 1.826 -3.646 0.01 0.00 0.01
H -1.620 -0.015 -3.412 -0.01 0.00 0.04
H -1.567 -0.657 -5.061 0.00 -0.01 0.00
H -1.850 1.065 -4.789 -0.01 0.01 -0.01
C -2.606 -3.109 -1.711 -0.01 0.02 0.02
C -1.375 -2.543 -2.031 -0.04 0.05 -0.02
N -1.154 -1.461 -1.290 0.10 0.03 0.11
N -2.221 -1.312 -0.472 -0.03 0.09 -0.05
C -3.107 -2.299 -0.716 0.00 0.00 0.00
B -2.427 -0.138 0.521 -0.04 -0.09 -0.02
N -1.190 -0.012 1.474 -0.04 -0.12 0.09
C -1.195 0.278 2.787 0.00 -0.16 0.02
C 0.105 0.255 3.252 0.00 -0.03 -0.02
C 0.865 -0.083 2.133 0.01 -0.12 0.03
N 0.085 -0.233 1.064 0.05 0.21 -0.05
N -2.592 1.212 -0.216 0.02 -0.04 -0.05
C -3.442 2.238 0.011 0.03 0.05 0.02
C -3.178 3.225 -0.913 0.00 -0.01 0.03
C -2.121 2.704 -1.672 -0.05 0.02 0.01
N -1.760 1.504 -1.237 -0.04 -0.05 -0.03
N -3.670 -0.448 1.340 -0.05 0.05 -0.01
C -4.970 -0.308 0.960 -0.03 0.00 0.02
C -5.744 -1.061 1.802 0.02 0.02 -0.04
C -4.817 -1.663 2.676 0.01 0.02 -0.02
N -3.581 -1.309 2.387 0.13 -0.04 0.05
H -3.062 -3.985 -2.134 -0.01 -0.02 -0.01
H -0.636 -2.867 -2.747 0.03 -0.01 -0.01
H -4.028 -2.368 -0.166 -0.03 0.00 0.01
H -2.122 0.437 3.308 -0.03 -0.02 0.00
H 0.443 0.408 4.260 0.02 0.00 0.04
H 1.923 -0.265 2.046 0.03 0.01 0.00
H -4.173 2.201 0.799 -0.05 -0.03 0.02
H -3.695 4.159 -1.039 -0.02 0.03 -0.01
H -1.617 3.145 -2.517 0.02 0.01 -0.03
H -5.247 0.283 0.105 -0.02 0.04 -0.03
H -6.814 -1.164 1.792 -0.03 0.00 0.00
H -5.003 -2.335 3.498 0.00 -0.01 0.02
C -0.571 5.338 1.267 -0.01 0.00 0.02
C -0.337 4.029 2.013 0.02 0.01 -0.05
C 0.966 4.062 2.814 -0.01 0.02 0.00
C -1.525 3.688 2.904 0.04 0.00 0.05
N -0.229 2.926 1.035 0.25 0.10 -0.42
N 0.509 3.038 -0.055 -0.25 -0.07 0.36
H -0.744 6.126 1.997 -0.01 0.01 0.02
H -1.449 5.269 0.624 0.00 -0.01 -0.02
H 0.296 5.648 0.680 0.02 0.00 -0.01
H 0.904 4.844 3.570 0.00 0.02 0.01
H 1.817 4.275 2.165 -0.01 0.00 0.00
H 1.135 3.108 3.315 0.01 -0.01 0.00
H -1.648 4.471 3.650 0.00 0.02 0.00
H -1.359 2.745 3.428 -0.01 0.11 -0.02
H -2.439 3.615 2.318 -0.05 0.01 -0.02
H -0.448 1.970 1.314 0.02 0.05 -0.03
H 0.531 3.946 -0.501 0.01 -0.02 0.06
H 0.563 2.209 -0.645 -0.22 0.11 0.05

=====

No. 4
106
Properties=species:S:1:pos:R:3:forces:R:3 method="wB97M-V/def2-TZVPD" spin_multiplicity=2 gap_ev="6.95 / 6.88" lumo_ev="1.40 / 1.40" charge=-1 e_tot_ha=-6633.129254 homo_energy_ev="-5.5 / -5.5"
Cu -1.243 -1.157 0.215 0.72 0.44 -0.06
C 0.321 -2.406 5.172 0.00 -0.10 -0.26
C 0.748 -2.774 3.749 0.34 -0.25 0.06
C 1.326 -4.195 3.739 -0.22 0.13 -0.09
C 1.800 -1.795 3.226 -0.18 -0.18 0.04
O -0.399 -2.690 2.924 -0.15 0.77 0.08
Ge -0.975 -3.778 1.617 -0.32 -0.13 -1.03
O -2.444 -2.567 1.117 0.63 -0.14 0.06
C -3.787 -2.602 1.570 -0.49 -0.12 0.22
C -4.713 -2.609 0.352 0.23 0.10 0.07
C -4.087 -1.382 2.444 0.23 -0.10 -0.08
C -4.011 -3.874 2.396 0.26 0.10 -0.19
O -0.179 -2.749 -0.020 -0.10 -0.50 1.10
C -0.056 -3.298 -1.322 0.10 -0.39 -0.55
C 1.374 -3.057 -1.812 -0.20 0.04 0.22
C -1.066 -2.639 -2.267 0.02 0.03 0.33
C -0.324 -4.809 -1.305 -0.01 0.25 0.18
H 1.130 -2.591 5.880 0.02 0.04 0.02
H -0.548 -3.004 5.454 0.04 -0.01 0.05
H 0.050 -1.355 5.207 -0.10 0.14 0.07
H 2.176 -4.268 4.417 0.04 -0.02 -0.01
H 1.652 -4.451 2.727 0.07 -0.07 0.04
H 0.559 -4.910 4.046 0.06 -0.05 0.02
H 2.738 -1.904 3.776 0.02 0.03 0.00
H 1.437 -0.777 3.330 0.00 0.16 -0.04
H 1.969 -1.981 2.164 0.06 0.01 0.01
H -4.539 -1.710 -0.241 -0.02 0.00 -0.04
H -5.757 -2.626 0.670 -0.03 -0.01 -0.03
H -4.510 -3.488 -0.262 -0.02 0.00 -0.01
H -4.051 -0.477 1.844 -0.03 0.09 -0.02
H -3.342 -1.310 3.240 -0.03 -0.02 0.04
H -5.083 -1.462 2.882 0.00 0.02 0.03
H -3.783 -4.752 1.787 -0.05 -0.04 0.05
H -5.042 -3.940 2.743 -0.01 0.03 0.02
H -3.338 -3.870 3.257 -0.09 -0.05 0.08
H 1.589 -1.991 -1.830 0.06 0.05 -0.04
H 1.518 -3.477 -2.810 0.02 0.03 -0.02
H 2.070 -3.535 -1.118 0.04 -0.01 -0.03
H -0.870 -1.567 -2.347 0.02 0.02 -0.09
H -2.076 -2.779 -1.870 -0.03 -0.03 -0.05
H -1.013 -3.094 -3.257 -0.01 0.07 -0.05
H 0.361 -5.302 -0.614 -0.03 -0.07 -0.02
H -0.186 -5.228 -2.303 0.00 0.01 -0.02
H -1.348 -4.997 -0.976 0.01 -0.12 -0.03
O -4.312 1.377 -0.356 -0.13 -0.02 0.08
C -3.215 1.114 0.121 -0.17 -0.19 -0.65
O -2.500 0.123 -0.272 -0.59 0.55 0.60
C -2.696 2.139 1.133 0.12 -0.23 -0.06
C -1.884 1.878 2.230 0.06 0.09 0.07
C -1.461 2.952 3.012 -0.45 0.02 -0.63
C -1.829 4.255 2.747 0.06 0.23 0.14
C -2.677 4.485 1.682 0.26 -0.95 0.11
C -3.108 3.440 0.880 -0.15 0.48 0.01
N -3.108 5.844 1.411 -0.19 0.62 -0.17
O -2.835 6.705 2.230 0.04 -0.12 0.00
O -3.718 6.058 0.381 0.03 -0.13 0.03
N -0.608 2.729 4.166 0.38 -0.15 0.57
O 0.021 3.676 4.605 -0.08 -0.02 -0.11
O -0.581 1.613 4.644 -0.02 -0.11 -0.12
H -1.588 0.873 2.493 0.10 -0.03 -0.07
H -1.480 5.067 3.364 0.02 0.00 0.02
H -3.782 3.627 0.057 0.04 -0.04 -0.02
C 4.837 1.462 -1.662 -0.16 -0.12 -0.01
C 4.127 0.163 -1.274 0.17 0.03 0.05
C 4.087 0.013 0.245 -0.14 0.00 -0.15
C 4.833 -1.034 -1.909 -0.11 0.08 0.06
O 2.809 0.168 -1.813 0.30 -0.10 -0.23
Si 1.419 0.950 -1.445 -0.42 -0.37 0.85
S 0.548 0.373 0.383 0.10 -0.05 -0.27
O 0.434 0.574 -2.692 -0.16 0.18 -0.25
C 0.588 0.761 -4.104 -0.02 -0.05 -0.23
C -0.736 1.336 -4.602 0.12 -0.07 0.09
C 1.739 1.702 -4.469 -0.10 -0.10 0.24
C 0.856 -0.608 -4.730 -0.07 0.12 0.16
O 1.831 2.536 -1.392 0.12 0.23 -0.18
C 1.152 3.719 -0.964 -0.01 0.14 0.10
C -0.357 3.569 -1.115 0.12 -0.14 -0.05
C 1.534 3.978 0.493 -0.03 -0.11 -0.13
C 1.663 4.854 -1.850 -0.02 -0.15 0.08
H 5.823 1.517 -1.197 0.02 -0.01 -0.01
H 4.231 2.307 -1.339 0.07 0.07 0.03
H 4.950 1.517 -2.747 0.02 0.02 -0.01
H 5.096 -0.119 0.637 0.01 0.04 0.03
H 3.474 -0.846 0.518 0.02 -0.02 0.02
H 3.630 0.896 0.695 0.04 0.00 0.08
H 5.868 -1.090 -1.568 0.02 -0.02 0.00
H 4.821 -0.935 -2.995 0.01 -0.01 -0.01
H 4.317 -1.956 -1.640 0.01 -0.02 0.01
H -0.867 2.348 -4.217 -0.05 0.01 -0.02
H -1.559 0.720 -4.240 -0.03 0.01 -0.02
H -0.758 1.368 -5.693 -0.01 0.01 -0.01
H 1.659 2.638 -3.918 0.00 0.07 -0.05
H 1.713 1.910 -5.540 0.02 -0.01 -0.01
H 2.691 1.238 -4.214 0.06 0.05 -0.02
H -0.006 -1.260 -4.597 0.01 -0.04 -0.01
H 1.717 -1.059 -4.235 0.03 -0.04 -0.04
H 1.066 -0.504 -5.797 -0.01 -0.02 -0.02
H -0.705 2.741 -0.498 -0.03 0.01 0.02
H -0.607 3.340 -2.152 -0.04 0.05 -0.02
H -0.876 4.482 -0.818 0.03 0.04 -0.02
H 1.268 3.109 1.096 -0.04 0.03 0.03
H 1.019 4.861 0.876 0.00 0.01 0.03
H 2.612 4.135 0.565 0.01 0.01 0.04
H 1.320 4.721 -2.877 0.00 0.02 -0.02
H 2.754 4.861 -1.848 0.01 0.03 0.02
H 1.299 5.813 -1.478 -0.01 0.04 -0.04

=====

What did the second record say?
18
Properties=species:S:1:pos:R:3:forces:R:3 method="wB97M-V/def2-TZVPD" e_above_lowest_kj_mol=446.0 gap_ev=8.78 lumo_ev=0.33 e_tot_ha=-749.386576 homo_energy_ev=-8.4
C 1.421 1.530 0.392 1.57 0.05 2.03
C 0.867 0.166 -0.097 -3.23 1.21 2.83
C -0.456 -0.125 0.243 2.65 5.18 -1.61
C -1.178 -1.260 0.581 -3.51 -5.78 1.48
C -1.357 1.101 0.193 -3.68 -0.87 1.07
C -1.195 2.214 -0.491 4.61 -0.47 -1.16
H 2.306 1.114 1.111 -1.37 1.49 -2.11
H 0.712 1.974 1.277 1.56 -0.56 -2.97
H 1.788 2.265 -0.493 -0.65 -1.60 2.62
H -0.587 -2.348 0.565 -1.20 3.09 0.29
H -1.762 -1.114 1.755 2.04 -0.43 -3.41
H -2.709 -2.369 -0.183 -0.16 0.66 -0.73
H -2.153 -1.288 -1.424 -0.35 -0.52 2.62
H -2.473 1.014 0.624 2.77 -0.31 -0.47
H -1.807 3.080 -0.466 -0.57 0.36 -0.15
H -0.080 2.253 -0.962 -3.36 0.63 0.49
N -2.435 -1.393 -0.375 1.87 -0.47 -0.29
Cl 2.071 -0.976 -0.242 1.01 -1.69 -0.55